No. 1
A structure of composition C27H57NO5P2SiV. Source: OMol25; level of theory: wB97M-V/def2-TZVPD.

Positions of all 94 atoms, in Å:
V1 -1.566 -0.073 -1.010
P1 -2.891 -1.175 0.788
P2 -0.277 0.666 -3.266
N1 -1.911 -1.515 -1.958
H1 -2.217 1.019 0.158
C1 -4.673 -0.933 0.500
H2 -5.241 -1.295 1.368
H3 -4.971 -1.498 -0.395
H4 -4.891 0.128 0.334
C2 -2.613 -0.792 2.539
H5 -3.131 -1.531 3.168
H6 -2.997 0.213 2.753
H7 -1.535 -0.808 2.750
C3 -2.749 -3.004 0.767
H8 -3.206 -3.424 1.676
H9 -1.695 -3.313 0.721
H10 -3.265 -3.412 -0.113
C4 -1.379 1.337 -4.550
H11 -0.800 1.622 -5.439
H12 -1.924 2.201 -4.152
H13 -2.102 0.551 -4.806
C5 0.878 2.025 -2.917
H14 1.602 2.086 -3.742
H15 1.391 1.853 -1.960
H16 0.306 2.960 -2.850
C6 0.702 -0.574 -4.178
H17 1.319 -0.076 -4.939
H18 0.015 -1.285 -4.657
H19 1.339 -1.124 -3.473
C7 -1.870 -2.704 -2.543
C8 -2.973 -4.491 -3.819
C9 -2.984 -3.203 -3.300
C10 -0.731 -3.564 -2.411
C11 -0.743 -4.855 -2.928
C12 -1.861 -5.324 -3.631
H20 -3.841 -4.850 -4.374
H21 -3.836 -2.534 -3.435
H22 0.143 -3.174 -1.878
H23 0.127 -5.496 -2.780
H24 -1.862 -6.338 -4.034
C13 -2.465 2.150 -0.567
O1 -2.303 1.546 -1.814
C14 -3.890 2.669 -0.424
H25 -3.931 3.463 0.336
H26 -4.583 1.870 -0.135
H27 -4.215 3.100 -1.388
C15 -1.436 3.245 -0.314
H28 -1.371 3.908 -1.198
H29 -0.432 2.848 -0.101
H30 -1.748 3.859 0.544
C16 3.912 -2.215 1.320
C17 2.485 -1.927 1.770
C18 1.498 -2.799 1.005
C19 2.368 -2.177 3.268
O2 2.227 -0.510 1.514
Si1 1.108 0.505 0.897
O3 0.167 -0.121 -0.229
O4 0.122 1.028 2.113
C20 0.350 1.869 3.290
C21 -1.003 2.076 3.957
C22 1.294 1.165 4.254
C23 0.916 3.221 2.885
O5 1.931 1.808 0.305
C24 3.361 2.034 0.054
C25 3.458 3.399 -0.620
C26 4.133 2.033 1.366
C27 3.910 0.948 -0.858
H31 4.176 -3.249 1.578
H32 4.628 -1.549 1.820
H33 4.017 -2.108 0.234
H34 1.740 -3.857 1.188
H35 0.467 -2.626 1.343
H36 1.568 -2.618 -0.074
H37 3.068 -1.547 3.832
H38 1.348 -1.991 3.626
H39 2.612 -3.227 3.482
H40 -1.437 1.128 4.296
H41 -0.890 2.729 4.833
H42 -1.709 2.559 3.271
H43 1.412 1.766 5.167
H44 0.899 0.186 4.549
H45 2.289 1.024 3.819
H46 1.892 3.119 2.399
H47 0.232 3.736 2.201
H48 1.039 3.848 3.784
H49 2.935 3.412 -1.584
H50 4.512 3.646 -0.801
H51 3.028 4.181 0.019
H52 3.997 1.083 1.897
H53 5.205 2.152 1.147
H54 3.828 2.867 2.009
H55 3.833 -0.034 -0.378
H56 3.388 0.925 -1.821
H57 4.973 1.151 -1.055

Output
Multiplicity   2
E_HOMO (spin up / spin down)   -6.583 / -6.761 eV
Energy relative to the best compared isomer or geometry (same formula, charge and spin)   0.0 kJ/mol
Gap between HOMO and LUMO (spin up / spin down)   0.2354 / 0.2714 hartree
<S²>   1.177

***

No. 2
A cluster of 5 separate species, C14H30N8O6 in total. Source: OMol25; level of theory: wB97M-V/def2-TZVPD.

Positions of all 58 atoms, in Å:
C1 2.358 -1.218 -1.029
C2 1.724 0.060 -1.100
C3 0.780 1.372 -1.528
C4 1.157 1.580 -3.144
C5 0.110 0.433 -3.759
C6 0.173 0.099 -5.362
C7 1.210 -1.171 -5.590
C8 2.594 -0.752 -6.399
C9 0.426 -2.425 -6.368
O1 -1.175 0.950 -3.181
C10 -0.856 1.087 -1.721
O2 -1.811 0.951 -0.781
H1 2.989 -2.198 -1.287
H2 1.065 2.363 -0.926
H3 0.671 2.609 -3.417
H4 2.313 1.418 -3.397
H5 0.136 -0.644 -3.283
H6 0.525 1.063 -5.948
H7 -0.942 -0.153 -5.696
H8 1.585 -1.652 -4.564
H9 2.407 -0.570 -7.551
H10 3.356 -1.654 -6.224
H11 3.111 0.181 -5.865
H12 -0.284 -1.971 -7.184
H13 -0.133 -3.012 -5.512
H14 1.284 -3.100 -6.851
N1 -0.826 0.453 1.884
C11 -0.154 1.443 2.498
N2 0.222 1.165 3.759
O3 0.095 2.508 1.955
H15 -1.040 -0.431 2.315
H16 -1.127 0.621 0.933
H17 0.730 1.884 4.258
H18 0.026 0.295 4.224
N3 -3.660 0.394 3.604
C12 -4.440 1.379 4.085
N4 -3.880 2.601 4.052
O4 -5.565 1.179 4.516
H19 -2.732 0.539 3.245
H20 -4.043 -0.542 3.610
H21 -4.434 3.371 4.405
H22 -2.956 2.786 3.701
N5 2.463 1.235 7.769
C13 1.869 2.070 6.897
N6 2.477 3.262 6.763
O5 0.861 1.769 6.277
H23 3.293 1.464 8.288
H24 2.037 0.326 7.899
H25 2.062 3.921 6.116
H26 3.308 3.528 7.264
N7 -1.264 -5.002 -0.245
C14 -0.927 -3.817 -0.786
N8 -1.273 -2.748 -0.047
O6 -0.354 -3.720 -1.859
H27 -1.736 -5.102 0.638
H28 -1.022 -5.833 -0.770
H29 -1.037 -1.836 -0.417
H30 -1.745 -2.807 0.840

Output
Structure (SMILES)   C#C[C@H]1C[C@H](CC(C)C)OC1=O.NC(N)=O.NC(N)=O.NC(N)=O.NC(N)=O
Multiplicity   1
E_HOMO   -9.413 eV
Energy relative to the best compared isomer or geometry (same formula, charge and spin)   767.2 kJ/mol
Gap between HOMO and LUMO   0.3476 hartree

***

No. 3
An isolated molecule of C2H4INO2. Source: OMol25; level of theory: wB97M-V/def2-TZVPD.

Positions of all 10 atoms, in Å:
C1 0.330 -0.598 0.080
C2 -0.864 0.281 -0.348
O1 -0.320 1.601 -0.304
O2 -1.559 -0.196 -1.386
N1 -2.148 -0.662 -0.201
I1 -4.016 0.264 0.206
H1 0.111 -1.155 0.989
H2 0.511 -1.311 -0.731
H3 1.310 0.025 0.263
H4 -0.926 2.387 -0.316

Output
Structure (SMILES)   C[C@@]1(O)ON1I
Multiplicity   1
E_HOMO   -9.318 eV
Energy relative to the best compared isomer or geometry (same formula, charge and spin)   385.7 kJ/mol
Gap between HOMO and LUMO   0.3262 hartree

***

Among the records above, which one has the highest multiplicity? C27H57NO5P2SiV

***

Repeat the third record exactly.
An isolated molecule of C2H4INO2. Source: OMol25; level of theory: wB97M-V/def2-TZVPD.

Positions of all 10 atoms, in Å:
C1 0.330 -0.598 0.080
C2 -0.864 0.281 -0.348
O1 -0.320 1.601 -0.304
O2 -1.559 -0.196 -1.386
N1 -2.148 -0.662 -0.201
I1 -4.016 0.264 0.206
H1 0.111 -1.155 0.989
H2 0.511 -1.311 -0.731
H3 1.310 0.025 0.263
H4 -0.926 2.387 -0.316

Output
Structure (SMILES)   C[C@@]1(O)ON1I
Multiplicity   1
E_HOMO   -9.318 eV
Energy relative to the best compared isomer or geometry (same formula, charge and spin)   385.7 kJ/mol
Gap between HOMO and LUMO   0.3262 hartree

***

Repeat the third record exactly.
An isolated molecule of C2H4INO2. Source: OMol25; level of theory: wB97M-V/def2-TZVPD.

Positions of all 10 atoms, in Å:
C1 0.330 -0.598 0.080
C2 -0.864 0.281 -0.348
O1 -0.320 1.601 -0.304
O2 -1.559 -0.196 -1.386
N1 -2.148 -0.662 -0.201
I1 -4.016 0.264 0.206
H1 0.111 -1.155 0.989
H2 0.511 -1.311 -0.731
H3 1.310 0.025 0.263
H4 -0.926 2.387 -0.316

Output
Structure (SMILES)   C[C@@]1(O)ON1I
Multiplicity   1
E_HOMO   -9.318 eV
Energy relative to the best compared isomer or geometry (same formula, charge and spin)   385.7 kJ/mol
Gap between HOMO and LUMO   0.3262 hartree

***

Number 1 is which compound? C27H57NO5P2SiV